No. 1
ORCA calculation (wB97M-V/def2-TZVPD) on a structure of composition C21H24F2N7ORuS3 in a non-equilibrium geometry.

Cartesian coordinates (Å):
1 Ru 0.2663 1.8258 0.7748
2 S -0.2604 3.0741 -1.1487
3 S 1.3659 -1.2107 3.1049
4 S 2.6304 -2.4609 0.7573
5 F 1.7930 3.9679 1.3887
6 F 2.7227 2.9633 -0.3195
7 O -1.1464 0.0928 -0.4571
8 N 1.5375 -0.1234 0.5951
9 N -1.7804 2.2175 1.0987
10 N -0.8986 -1.1381 -2.3524
11 N 0.0568 1.6423 2.8845
12 N -2.7173 3.7240 -1.8836
13 N -1.0304 -2.1626 -0.2610
14 N -2.6080 2.7399 0.1794
15 C 3.2892 -2.0785 -1.9595
16 C 2.5726 -0.0232 -2.9866
17 C -1.5806 1.2352 4.5595
18 C -2.2147 1.8483 2.2361
19 C -1.9942 3.1666 -0.8868
20 C -1.2319 1.5366 3.2550
21 C 1.9949 0.4049 -1.8031
22 C -0.8608 -3.4885 -0.8339
23 C -0.7315 -2.4102 -3.0364
24 C 3.2217 -1.2526 -3.0684
25 C -0.5906 1.1327 5.5224
26 C -1.3129 -2.0964 1.1613
27 C -1.3917 -3.5228 -2.2502
28 C 2.0572 -0.4116 -0.6759
29 C 2.1156 2.7156 0.8748
30 C -1.0199 -1.0199 -0.9994
31 C -0.9747 0.0361 -3.1980
32 C 2.6974 -1.6531 -0.7769
33 C 1.7670 -1.0973 1.4782
34 C 0.9998 1.5727 3.8152
35 C 0.7202 1.3505 5.1541
36 H -2.1799 4.2336 -2.5647
37 H -1.1820 -4.4892 -2.7092
38 H 0.1994 -3.7666 -0.8192
39 H 1.5070 1.3631 -1.7389
40 H -0.8361 0.8929 6.5484
41 H 0.3345 -2.6196 -3.1832
42 H 2.5183 0.6149 -3.8604
43 H -1.8866 0.0068 -3.8031
44 H -3.2789 1.8680 2.4462
45 H 1.5224 1.3078 5.8761
46 H -2.4729 -3.3652 -2.2418
47 H -0.1082 0.0809 -3.8583
48 H -0.9940 0.9221 -2.5745
49 H 2.0189 1.6917 3.4820
50 H 3.6787 -1.5636 -3.9995
51 H -1.1221 -1.0950 1.5261
52 H 2.8729 2.2982 1.5416
53 H -1.1923 -2.3210 -4.0216
54 H -3.6104 4.1186 -1.6325
55 H 3.8049 -3.0299 -2.0047
56 H -2.3601 -2.3547 1.3593
57 H -2.6275 1.1010 4.7987
58 H -0.6703 -2.7921 1.6975
59 H -1.3988 -4.2000 -0.2071

Force components x, y, z for each atom (eV/Å):
Ru 0.438 -2.556 -0.267
S 0.069 0.334 -0.124
S 0.135 -0.278 -0.098
S -0.100 0.197 0.029
F 0.280 -0.021 0.108
F 0.042 -0.220 -0.035
O -0.234 -0.069 -0.042
N -0.409 1.271 -0.140
N 1.212 0.931 -0.255
N -0.068 -0.011 -0.056
N 0.327 0.053 -0.405
N -0.060 0.237 0.036
N 0.044 -0.053 0.029
N -0.881 0.096 -0.140
C -0.021 -0.018 0.033
C -0.061 0.050 0.063
C -0.353 0.004 -0.102
C -0.440 -0.157 0.181
C 0.724 -0.504 0.131
C 0.098 -0.210 0.428
C 0.081 -0.076 0.076
C 0.022 0.050 -0.042
C -0.019 0.009 0.069
C 0.008 -0.072 -0.057
C 0.123 -0.020 0.102
C -0.148 -0.039 -0.087
C 0.045 0.047 0.005
C -0.017 -0.034 0.002
C -0.774 1.150 0.388
C -0.059 0.086 0.110
C -0.072 -0.022 0.113
C -0.003 -0.005 0.030
C 0.040 0.075 0.041
C 0.143 0.071 -0.060
C -0.144 0.152 0.100
H -0.064 0.001 -0.052
H -0.022 0.003 -0.011
H 0.007 -0.041 0.033
H -0.006 -0.006 -0.098
H -0.060 0.028 -0.016
H 0.017 0.000 -0.019
H 0.030 0.005 0.027
H 0.026 -0.018 -0.027
H -0.004 -0.026 0.039
H 0.034 -0.024 -0.057
H -0.009 -0.051 -0.003
H 0.021 0.005 -0.025
H 0.047 0.042 -0.006
H 0.000 -0.036 -0.032
H -0.003 0.007 0.017
H 0.051 0.009 0.047
H -0.059 -0.307 -0.042
H 0.031 0.027 -0.025
H -0.063 -0.136 -0.019
H -0.034 0.005 -0.006
H 0.011 -0.010 -0.019
H 0.033 0.034 0.074
H 0.047 0.035 0.015
H 0.002 0.011 0.042

Computed properties:
gap between HOMO and LUMO (spin up / spin down)	0.225 / 0.230	Eh
maximum force	2.61	eV/A
spin multiplicity	2

These are the natural (NBO) partial charges, in e, on atoms 1 to 8: atom 1 (Ru): 0.821, atom 2 (S): -0.215, atom 3 (S): -0.302, atom 4 (S): 0.381, atom 5 (F): -0.375, atom 6 (F): -0.357, atom 7 (O): -0.748, atom 8 (N): -0.585

No. 2
ORCA calculation (wB97M-V/def2-TZVPD) on a structure of composition C21H24F2N7ORuS3 in a non-equilibrium geometry.

Cartesian coordinates (Å):
1 Ru 0.9836 -0.7526 0.7296
2 S 2.5175 -1.2493 -1.4728
3 S 3.4871 -1.5949 1.6359
4 S 4.1741 1.2828 -1.7134
5 F -0.0784 0.9482 2.5275
6 F 0.3171 -0.9620 3.4786
7 O -0.1023 0.1326 -1.1898
8 N -1.8805 -0.6243 -2.3504
9 N 0.9278 -2.9658 0.9681
10 N 2.0149 -3.6858 0.7797
11 N -1.8441 1.5320 -1.4464
12 N -1.2862 -1.4664 1.1177
13 N 2.2809 0.9064 0.0155
14 N 4.2971 -3.8637 0.5584
15 C -3.4877 -1.0765 1.9588
16 C -3.1219 -0.3948 -3.0510
17 C 2.8896 0.3208 -0.9886
18 C 4.4588 3.7696 -0.3982
19 C -1.3790 -1.9801 -2.3617
20 C -1.3055 -2.7188 1.6758
21 C -1.2386 0.3296 -1.6334
22 C 0.8746 -0.0421 2.6479
23 C 3.1902 -3.1642 0.9129
24 C 4.0158 4.6060 0.6102
25 C -3.1472 1.8305 -1.9896
26 C -0.1468 -3.4919 1.5411
27 C 2.7832 2.1429 0.2952
28 C 2.9630 4.2297 1.4387
29 C -3.3087 1.0917 -3.3088
30 C -2.4241 -3.1579 2.4237
31 C 3.8438 2.5383 -0.5471
32 C -2.3487 -0.6914 1.2796
33 C -3.5079 -2.3392 2.5754
34 C 2.3351 3.0105 1.2872
35 C -1.2357 2.5076 -0.5704
36 H -2.5421 1.4398 -4.0028
37 H 5.1474 -3.3273 0.4933
38 H -4.3298 -0.4073 2.0401
39 H 4.1787 -4.6265 -0.0884
40 H -0.3334 2.0746 -0.1375
41 H -0.4621 -2.0346 -1.7722
42 H -1.1663 -2.3058 -3.3825
43 H 2.6268 4.9033 2.2110
44 H -0.1015 -4.4869 1.9667
45 H 4.4839 5.5697 0.7469
46 H -3.2181 2.9101 -2.1406
47 H -3.0863 -0.9411 -3.9998
48 H -4.3563 -2.6439 3.1711
49 H -3.9634 -0.7886 -2.4659
50 H 5.2590 4.0665 -1.0586
51 H -0.9662 3.4128 -1.1209
52 H -3.9353 1.5324 -1.2853
53 H 1.5016 2.7234 1.9068
54 H -2.3711 -4.1263 2.8946
55 H 1.7406 0.4017 3.1725
56 H -2.1218 -2.6529 -1.9239
57 H -2.2839 0.2990 0.8444
58 H -4.2892 1.2803 -3.7428
59 H -1.9223 2.7698 0.2379

Force components x, y, z for each atom (eV/Å):
Ru 4.057 -2.216 -0.146
S -0.196 -0.021 -0.399
S -1.815 0.252 -0.337
S -0.365 0.013 0.398
F -0.481 0.965 0.531
F -0.037 -0.380 0.631
O -0.174 -0.178 0.575
N -0.110 -0.040 -0.047
N -2.227 1.572 1.648
N -0.117 -2.009 -0.444
N -0.115 0.023 -0.026
N 0.567 -0.662 0.751
N -0.844 -0.630 0.360
N -0.285 -0.088 0.008
C -0.078 -0.656 0.388
C -0.221 0.217 -0.128
C 0.322 -0.346 -0.607
C -0.077 -0.085 0.020
C 0.304 -0.144 0.163
C -1.922 2.077 0.109
C 0.258 0.119 -0.123
C -0.426 -0.127 -1.112
C 0.408 1.528 0.473
C 0.049 0.174 0.002
C -0.148 -0.064 -0.249
C 3.304 -0.550 -1.091
C 0.407 0.841 0.029
C 0.018 0.055 0.012
C -0.053 -0.107 0.226
C 1.136 -0.137 -0.505
C -0.164 -0.093 0.056
C -0.252 0.206 -0.188
C -0.225 0.952 -0.387
C 0.022 -0.155 -0.123
C 0.316 -0.002 0.106
H -0.030 0.024 -0.061
H -0.116 -0.090 -0.043
H -0.006 0.093 0.024
H -0.032 -0.049 0.066
H -0.103 0.130 -0.050
H -0.110 0.027 -0.146
H 0.002 0.022 0.010
H -0.034 0.103 0.094
H 0.054 -0.168 -0.241
H 0.043 0.064 0.013
H -0.003 -0.048 0.046
H -0.024 0.000 0.112
H -0.052 -0.047 -0.020
H -0.033 -0.025 -0.076
H 0.101 0.043 -0.033
H -0.035 -0.001 0.036
H -0.067 0.078 -0.021
H -0.111 -0.056 0.145
H -0.063 -0.148 0.033
H -0.169 -0.281 -0.455
H -0.032 -0.028 -0.023
H 0.044 -0.001 0.021
H -0.018 0.003 -0.018
H -0.041 0.051 0.012

Computed properties:
gap between HOMO and LUMO (spin up / spin down)	0.231 / 0.231	Eh
maximum force	4.62	eV/A
spin multiplicity	2

These are the natural (NBO) partial charges, in e, on atoms 1 to 8: atom 1 (Ru): 0.814, atom 2 (S): -0.199, atom 3 (S): -0.180, atom 4 (S): 0.388, atom 5 (F): -0.399, atom 6 (F): -0.374, atom 7 (O): -0.716, atom 8 (N): -0.441

No. 3
ORCA calculation (wB97M-V/def2-TZVPD) on an isolated molecule of C21H24FN3O2.

Cartesian coordinates (Å):
1 F -0.9520 2.1361 -2.8106
2 O -1.6430 -2.9179 -0.0438
3 O -3.6098 1.5869 3.4764
4 N 2.2032 -1.3050 -2.7062
5 N -0.8701 -1.2670 -1.3739
6 N -1.7770 0.6148 2.5871
7 C -3.8468 -0.5958 2.4744
8 C -1.2713 -0.4639 1.7752
9 C -0.2426 2.0796 -1.6608
10 C -0.9072 1.6840 3.0175
11 C 1.0581 1.6119 -1.6973
12 C 1.1699 1.9596 0.6787
13 C 1.7619 1.5595 -0.5055
14 C -0.1461 2.4152 0.7075
15 C -0.0154 -2.1045 -2.1912
16 C -3.5911 -1.0255 1.0229
17 C 4.0201 -1.4029 -1.1765
18 C 3.4732 -1.0629 -2.4117
19 C -3.0999 0.6563 2.8849
20 C -2.1825 -0.6483 0.5520
21 C 4.2919 -0.3893 -3.4681
22 C 1.8869 -2.2669 -0.5501
23 C -1.5570 -1.7383 -0.3143
24 C 3.2112 -2.0131 -0.2336
25 C -0.8551 2.4762 -0.4849
26 C -0.7901 2.8302 1.9977
27 C 1.4285 -1.8961 -1.8089
28 H -3.7062 -2.1087 0.9463
29 H -4.9103 -0.4329 2.6465
30 H -0.7883 -0.2726 -1.5182
31 H -0.1962 3.6227 2.4588
32 H -0.1531 -1.8552 -3.2451
33 H -4.3272 -0.5622 0.3652
34 H 1.4966 1.2961 -2.6298
35 H 0.0766 1.2637 3.2396
36 H -1.2471 -1.4038 2.3417
37 H 4.6139 0.5943 -3.1278
38 H 5.1814 -0.9755 -3.6904
39 H 5.0579 -1.1917 -0.9665
40 H -2.2060 0.2973 0.0040
41 H -0.2537 -0.2246 1.4587
42 H 2.7806 1.2031 -0.5064
43 H 3.7004 -0.2776 -4.3719
44 H 1.2197 -2.7462 0.1490
45 H 3.6076 -2.2901 0.7329
46 H -1.7907 3.2200 1.8092
47 H -3.5158 -1.3867 3.1527
48 H -0.3157 -3.1389 -2.0058
49 H 1.7395 1.9256 1.5958
50 H -1.3403 2.0911 3.9352
51 H -1.8713 2.8402 -0.5103

Force components x, y, z for each atom (eV/Å):
F 0.046 -0.006 0.070
O 0.039 -0.480 0.221
O -0.234 0.361 0.180
N -0.193 0.017 -0.387
N 0.145 0.115 -0.408
N 0.163 0.143 -0.033
C -0.195 0.105 -0.046
C 0.026 -0.294 -0.284
C 0.170 0.028 0.051
C -0.125 0.403 0.109
C -0.263 0.132 -0.179
C 0.006 0.042 0.015
C -0.017 0.014 0.074
C 0.039 0.037 -0.154
C -0.051 -0.143 0.074
C 0.037 -0.060 -0.063
C -0.099 -0.001 -0.057
C 0.290 0.002 0.211
C -0.115 -0.345 0.024
C 0.089 -0.392 0.061
C 0.049 0.006 0.014
C 0.104 0.025 -0.065
C -0.303 0.660 0.008
C -0.086 0.016 -0.064
C 0.063 -0.004 -0.140
C 0.004 -0.198 0.261
C -0.086 -0.159 0.191
H -0.018 0.082 -0.026
H 0.112 0.021 0.092
H -0.086 -0.033 0.190
H -0.038 0.070 0.002
H 0.062 -0.080 0.094
H -0.015 -0.029 -0.001
H 0.016 -0.038 -0.126
H -0.029 0.015 0.021
H 0.088 0.013 -0.087
H 0.074 0.088 -0.032
H 0.103 0.015 -0.056
H 0.103 0.018 0.009
H 0.061 -0.075 0.064
H -0.080 -0.040 0.066
H 0.104 -0.059 -0.009
H 0.000 0.014 -0.041
H -0.104 -0.073 0.089
H 0.028 -0.027 0.066
H 0.008 0.055 0.045
H -0.013 -0.022 0.007
H 0.006 0.113 -0.100
H 0.069 -0.019 0.122
H 0.168 -0.063 -0.063
H -0.124 0.031 -0.010

Computed properties:
gap between HOMO and LUMO	0.356	Eh
maximum force	0.73	eV/A
structure (SMILES)	Cc1cccc(CNC(=O)[C@H]2CCC(=O)N(CCc3cccc(F)c3)C2)n1

These are the natural (NBO) partial charges, in e, on atoms 1 to 8: atom 1 (F): -0.327, atom 2 (O): -0.643, atom 3 (O): -0.633, atom 4 (N): -0.458, atom 5 (N): -0.607, atom 6 (N): -0.454, atom 7 (C): -0.502, atom 8 (C): -0.211

No. 4
ORCA calculation (wB97M-V/def2-TZVPD) on a structure of composition C21H24IN5S4Sr in a non-equilibrium geometry.

Cartesian coordinates (Å):
1 I -1.2402 -2.7106 -2.9738
2 Sr 0.6582 -0.3434 0.1693
3 S 2.5131 -4.6546 -0.4754
4 S -0.1175 -3.3998 1.0184
5 S -1.9109 -3.9680 1.6819
6 S 0.6065 -4.9586 -0.0944
7 N 2.9834 -0.0764 -1.6721
8 N 0.8345 2.0119 -0.6321
9 N -9.6132 -1.0795 -2.4357
10 N 0.1492 0.6102 2.3951
11 N 2.8234 -0.8841 1.2827
12 C 0.0633 2.5170 0.5248
13 C -8.5215 -0.9007 -2.1110
14 C -6.6683 0.6384 -1.6770
15 C -5.3721 0.8738 -1.2675
16 C -5.0498 -1.4885 -0.9032
17 C 3.5949 0.7600 2.9082
18 C -7.1703 -0.6645 -1.6988
19 C 2.2813 1.9451 -0.3498
20 C -2.0052 -0.0241 -0.1373
21 C 3.9412 -0.5499 0.5420
22 C 1.2728 -0.1042 3.0950
23 C 4.8411 0.8922 2.2709
24 C 0.5337 -1.5594 -2.2860
25 C 0.4246 2.0038 1.9658
26 C -4.5316 -0.1781 -0.8643
27 C 2.6255 -0.0769 2.4042
28 C 3.8701 -0.9837 -0.8954
29 C -6.3436 -1.7262 -1.3118
30 C 3.1295 1.3745 -1.4782
31 C -3.2001 0.0336 -0.4287
32 C 4.9439 0.2573 0.9946
33 H 2.3931 1.3263 0.5380
34 H 5.6256 1.5222 2.6661
35 H 0.2268 3.5969 0.6651
36 H 0.9301 -1.1363 3.2181
37 H -7.3054 1.4589 -1.9838
38 H 1.4741 2.2299 2.1669
39 H 2.6895 2.9208 -0.0412
40 H 0.7175 2.6107 -1.4385
41 H -6.7280 -2.7379 -1.3394
42 H 2.8054 1.8403 -2.4172
43 H 4.1677 1.6868 -1.3043
44 H -4.9812 1.8829 -1.2518
45 H -0.1433 2.6850 2.6071
46 H -0.6703 0.6234 2.9831
47 H 3.0970 -0.2324 -2.6629
48 H 1.4692 0.3164 4.0884
49 H 0.4924 -0.7449 -3.0268
50 H 5.7905 0.4527 0.3442
51 H -0.9929 2.3378 0.3222
52 H 1.3284 -2.2400 -2.6187
53 H 3.3735 1.3297 3.8066
54 H -4.3960 -2.3005 -0.6102
55 H 4.8769 -1.0387 -1.3310
56 H 3.4136 -1.9761 -0.9402

Force components x, y, z for each atom (eV/Å):
I 0.010 0.009 0.003
Sr -1.181 -2.486 -2.277
S 0.102 0.022 -0.003
S 0.051 -0.003 0.138
S -0.026 -0.017 0.037
S -0.125 -0.070 -0.019
N 0.067 0.800 0.459
N 0.945 0.390 0.386
N 0.003 0.005 -0.007
N 0.535 0.806 0.159
N 0.056 0.772 0.325
C 0.008 0.219 0.359
C -0.004 -0.011 0.011
C 0.003 -0.005 0.000
C -0.011 0.005 0.016
C 0.014 0.002 -0.016
C 0.053 -0.052 -0.028
C 0.000 0.009 -0.005
C -0.035 0.370 0.335
C -0.059 0.381 0.179
C -0.063 -0.120 0.010
C 0.299 0.076 0.190
C 0.022 -0.019 -0.038
C -0.300 -0.104 -0.015
C 0.054 0.121 0.255
C -0.018 -0.034 0.058
C -0.042 -0.074 0.263
C 0.051 0.022 -0.068
C -0.004 -0.001 -0.005
C 0.004 -0.216 -0.243
C 0.025 -0.083 -0.107
C 0.062 -0.018 0.035
H 0.447 0.107 0.017
H 0.000 0.002 0.002
H -0.026 0.038 -0.217
H 0.001 -0.001 -0.005
H 0.001 0.001 0.001
H 0.014 -0.033 -0.025
H -0.035 0.048 -0.099
H -0.483 -0.128 -0.018
H 0.002 0.000 0.002
H 0.034 0.042 0.030
H 0.015 -0.012 0.041
H 0.000 0.001 0.002
H -0.035 0.003 -0.021
H -0.116 -0.371 -0.152
H -0.297 -0.529 0.045
H -0.287 0.024 0.051
H 0.124 0.030 -0.015
H -0.001 0.002 -0.003
H 0.005 -0.047 0.006
H 0.053 0.045 0.001
H 0.009 -0.003 0.010
H -0.006 0.000 -0.001
H 0.037 0.103 0.040
H 0.046 -0.014 -0.078

Computed properties:
gap between HOMO and LUMO (spin up / spin down)	0.181 / 0.147	Eh
maximum force	3.57	eV/A
charge	-2

These are the natural (NBO) partial charges, in e, on atoms 1 to 8: atom 1 (I): -0.164, atom 2 (Sr): 1.695, atom 3 (S): -0.510, atom 4 (S): 0.000, atom 5 (S): -0.576, atom 6 (S): 0.143, atom 7 (N): -0.634, atom 8 (N): -0.672

What are the relative energy (zero: lowest compared OMol25 entry of this formula, charge and spin) values for these records? In order: 147.8, 232.5, 6.0, 346.9 kJ/mol.